Entry 1:
The following is a quantum chemistry calculation of 2 unconnected molecules or ions with the total composition C4H6OS, from the OMol25 dataset.

ORCA input file:
```
! RIJCOSX wB97M-V def2-TZVPD def2/J DEFGRID3
* xyz 0 1
C 1.58891 -0.93172 0.33445
C 0.41688 -0.60506 0.24399
C 3.03705 -1.06312 -0.02482
C -2.46781 1.49416 0.00795
O -2.99068 -0.98174 -0.64984
S -2.55732 -0.30517 0.55336
H 3.58111 -1.14392 0.84273
H 3.12045 -1.86305 -0.65160
H 3.47461 -0.22270 -0.44947
H -1.80867 2.11361 0.76932
H -3.42146 1.95551 -0.04267
H -1.97307 1.55319 -0.93341
*
```

Total energy   -629.1935 a.u.
HOMO level (spin up / spin down)   -9.8890 / -8.9583 eV
ΔE to the lowest compared entry with this formula, charge and spin   6.9017 eV
Maximum force   3.6 eV Å⁻¹

---

Entry 2:
The following is a quantum chemistry calculation of a molecular structure, C11H5N2O5Y, from the OMol25 dataset.

ORCA input file:
```
! RIJCOSX wB97M-V def2-TZVPD def2/J DEFGRID3
* xyz 2 1
O 1.13703 0.84987 -4.99551
C 0.84466 0.82299 -3.87859
Y 0.25375 1.04377 -1.52527
O -2.51334 1.19806 -3.83639
C -1.66888 1.13370 -3.05041
C -1.51522 -0.64637 -1.39694
O -2.45102 -0.92737 -0.71445
C 0.72895 -1.91645 -1.82205
O 1.03941 -1.79681 -0.60436
C -0.64456 -1.60034 -2.27752
O -1.11324 -2.12673 -3.26897
H 1.41468 -2.36144 -2.59191
N 2.86692 -1.34268 4.21900
C 2.06278 -0.74687 3.61301
C 1.07734 0.01074 2.86456
C 0.00712 0.67722 3.48331
C -0.92594 1.39911 2.74629
C -0.78387 1.38005 1.36385
N 0.31088 0.82197 0.77747
C 1.19001 0.07138 1.48718
H -0.05803 0.65590 4.56614
H -1.77928 1.92001 3.19890
H -1.46543 1.92896 0.69810
H 1.98528 -0.44865 0.94457
*
```

Total energy   -945.4450 a.u.
HOMO level (spin up / spin down)   -15.7874 / -15.7884 eV
Maximum force   6.4 eV Å⁻¹

---

Entry 3:
The following is a quantum chemistry calculation of a single C4H11NO4 molecule, from the OMol25 dataset.

ORCA input file:
```
! RIJCOSX wB97M-V def2-TZVPD def2/J DEFGRID3
* xyz 0 1
C 1.37134 -0.13955 0.34796
C -0.29795 -0.24538 0.58625
C -0.89255 0.32626 -0.67263
C -0.88244 -0.58718 -1.88530
N -0.66287 0.49506 1.80807
O 1.89284 -0.31280 -0.92923
O 1.80324 1.11738 0.79432
O 1.92113 -1.13000 1.17020
O -2.39904 0.51284 -0.34067
H 2.42006 0.49137 -1.07016
H 1.07539 1.43487 1.36696
H 2.81172 -1.27035 0.80949
H -2.44719 1.26774 0.27208
H -0.55549 -1.30053 0.71205
H -0.53614 1.33128 -0.91141
H -1.67565 0.47902 1.93670
H -0.26827 -0.00341 2.61018
H -1.73010 -0.35673 -2.53719
H 0.03059 -0.47202 -2.47272
H -0.97862 -1.63789 -1.59497
*
```

Structure (SMILES)   C[C@@H](O)[C@H](N)C(O)(O)O
Total energy   -514.7172 a.u.
HOMO level   -10.2779 eV
ΔE to the lowest compared entry with this formula, charge and spin   0.9686 eV
Maximum force   3.4 eV Å⁻¹

---

Entry 4:
The following is a quantum chemistry calculation of a molecular structure, Ag2Be3Cl7I3, from the OMol25 dataset.

ORCA input file:
```
! RIJCOSX wB97M-V def2-TZVPD def2/J DEFGRID3
* xyz -2 1
Be -0.31696 -5.07625 10.07410
Be 3.93844 -6.32411 13.40981
Be -0.79937 -4.30291 13.90272
Ag 2.61753 -5.65656 9.95749
Ag 2.92634 -2.50609 11.76042
Cl 4.04577 -0.85615 13.81992
Cl -0.08337 -2.53417 13.28919
Cl -1.45541 -4.85737 11.56443
Cl -2.15593 -4.23834 14.96692
Cl 4.11156 -6.64371 15.35480
Cl 4.75934 -4.62129 13.09288
Cl 0.49839 -5.75603 8.28556
I 1.90568 -7.19624 11.95527
I 1.61013 -2.94737 9.48126
I 6.76450 -0.94799 13.28182
*
```

Total energy   -4453.1355 a.u.
HOMO level   1.0138 eV
Maximum force   4.2 eV Å⁻¹

---

Entry 5:
The following is a quantum chemistry calculation of a single C5H9N2O2PS molecule, from the OMol25 dataset.

ORCA input file:
```
! RIJCOSX wB97M-V def2-TZVPD def2/J DEFGRID3
* xyz 0 1
C 1.74197 -0.78101 1.00172
C 2.18488 0.22312 0.25098
C -0.06464 -0.08136 -0.13564
C -0.43561 -1.91688 1.50145
C -2.35546 1.42841 -0.30316
N 0.44974 -1.12102 0.63216
N 1.06950 0.66101 -0.60579
O 2.59760 1.52971 -2.60938
O -0.03625 1.16715 -2.87812
P 1.27676 1.12200 -2.16809
S -1.15308 1.17120 1.02063
H 2.38780 -1.24867 1.66162
H 3.19937 0.54659 0.25441
H -0.73229 -0.60838 -0.83632
H -0.85021 -2.54536 0.73267
H 0.24921 -2.48544 2.15791
H -1.34705 -1.44953 1.84461
H -2.70872 0.50028 -0.68007
H -2.11083 2.08024 -1.07436
H -3.36267 1.80795 0.23278
*
```

Structure (SMILES)   CS[C@@H]1N(C)C=CN1P(=O)=O
Total energy   -1195.4357 a.u.
HOMO level   -8.0998 eV
ΔE to the lowest compared entry with this formula, charge and spin   0.8400 eV
Maximum force   4.8 eV Å⁻¹

---

Entry 6:
The following is a quantum chemistry calculation of a molecular structure, C37H39BrN2PdS3Si, from the OMol25 dataset.

ORCA input file:
```
! RIJCOSX wB97M-V def2-TZVPD def2/J DEFGRID3
* xyz -2 5
Pd 0.19713 -0.28143 0.53165
S -2.09855 -2.42380 5.48926
C -1.71335 -2.06178 3.87172
S -0.29610 -1.41856 3.27779
S -3.09776 -2.45175 2.97536
Br 0.15180 -5.82067 -3.40910
C 0.14491 -4.26982 -2.30606
C 0.25528 -4.39470 -0.89570
C 0.06540 -3.29354 -0.11334
N -0.25347 -2.04722 -0.60308
C -0.47267 -1.98026 -1.96122
C -0.31536 -3.03271 -2.81542
H 0.49043 -5.34274 -0.42995
H 0.14252 -3.35730 0.96616
H -0.78051 -1.01322 -2.34272
H -0.52195 -2.89611 -3.86942
C 0.61353 1.53971 1.42993
H 1.69455 1.69203 1.35749
H 0.33089 1.46522 2.48354
H 0.13622 2.44182 1.04502
C 2.65505 -0.73696 -2.75115
C 3.30633 0.51969 -2.17088
C 2.28202 1.63448 -1.95758
C 4.11263 0.19149 -0.93397
C 5.47928 0.40140 -0.95711
C 6.29286 0.06558 0.11836
C 5.73036 -0.51985 1.24638
C 4.37266 -0.76495 1.34245
C 3.84245 -1.40205 2.60800
C 3.04132 -2.68110 2.36201
C 3.06945 -0.39259 3.45822
C 3.51952 -0.38003 0.24622
N 2.21223 -0.58671 0.33355
H 2.10887 -0.49369 -3.66566
H 1.94097 -1.17289 -2.05418
H 3.40443 -1.49614 -2.98807
H 4.03625 0.88236 -2.90420
H 1.49616 1.32570 -1.26877
H 1.80911 1.89090 -2.90867
H 2.75414 2.53492 -1.55495
H 5.91793 0.83417 -1.84985
H 7.36050 0.24455 0.07081
H 6.36534 -0.80283 2.07908
H 4.73531 -1.68773 3.17699
H 2.12239 -2.48318 1.81304
H 2.76177 -3.12952 3.31728
H 3.63007 -3.40546 1.79318
H 2.17438 -0.04843 2.94552
H 3.68970 0.48024 3.68062
H 2.75048 -0.84912 4.39647
C -5.76668 -1.60174 -0.86479
C -5.76208 -0.21819 -0.72995
C -4.57683 0.44330 -0.44386
C -3.36517 -0.24256 -0.28674
C -3.39819 -1.63052 -0.42035
C -4.58188 -2.30288 -0.70631
Si -1.79273 0.79582 0.05247
C -1.62476 1.80774 -1.56465
C -2.17385 1.34687 -2.76553
C -1.98612 2.02374 -3.96546
C -1.25125 3.20009 -3.99526
C -0.70272 3.68577 -2.81504
C -0.88204 2.99266 -1.62618
C -2.46206 2.02038 1.34999
C -2.62761 1.54591 2.65641
C -3.15525 2.34915 3.65660
C -3.52899 3.65855 3.37620
C -3.37295 4.15025 2.08851
C -2.84694 3.33535 1.09024
H -6.69039 -2.12747 -1.08055
H -6.68260 0.34527 -0.83922
H -4.59797 1.52266 -0.33123
H -2.48559 -2.19397 -0.28149
H -4.57032 -3.38310 -0.79433
H -2.75993 0.43419 -2.76446
H -2.41766 1.62774 -4.87804
H -1.10266 3.73129 -4.92868
H -0.12019 4.60064 -2.82117
H -0.42212 3.38232 -0.72516
H -2.32998 0.52935 2.89669
H -3.26941 1.94633 4.65626
H -3.93833 4.29037 4.15680
H -3.66120 5.16998 1.85541
H -2.74051 3.73927 0.08781
*
```

Total energy   -5728.7451 a.u.
HOMO level (spin up / spin down)   0.4615 / -2.0579 eV
ΔE to the lowest compared entry with this formula, charge and spin   1.5695 eV
Maximum force   0.3 eV Å⁻¹

---

Entry 7:
The following is a quantum chemistry calculation of 2 unconnected molecules or ions with the total composition CH6NS, from the OMol25 dataset.

ORCA input file:
```
! RIJCOSX wB97M-V def2-TZVPD def2/J DEFGRID3
* xyz 1 1
C 0.02629 0.25815 0.94118
N 0.97599 0.73692 -0.02530
S -2.62466 -0.04038 -0.34731
H -0.35830 -0.68692 0.90408
H -0.43954 0.88314 1.74427
H 1.80322 0.18595 0.02803
H 1.12113 1.76603 0.26550
H 0.59222 0.58394 -1.04530
H -3.43242 0.26365 0.54979
*
```

Total energy   -494.1996 a.u.
HOMO level (spin up / spin down)   -13.7105 / -13.6884 eV
ΔE to the lowest compared entry with this formula, charge and spin   4.2544 eV
Maximum force   4.5 eV Å⁻¹

---

Entry 8:
The following is a quantum chemistry calculation of a molecular structure, C5H8N, from the OMol25 dataset.

ORCA input file:
```
! RIJCOSX wB97M-V def2-TZVPD def2/J DEFGRID3
* xyz 1 3
C -0.50876 2.05535 0.48402
C 1.06827 0.18243 0.41704
C 0.22871 -1.60768 -1.15552
C -1.45444 2.91042 0.53891
C 0.18496 -1.64194 0.18814
N 0.32325 1.18232 0.21974
H 1.97109 0.07459 -0.10237
H 1.26732 -0.17510 1.44729
H 0.97976 -1.96952 -1.73895
H -0.57097 -1.00046 -1.54342
H -1.53167 3.86880 -0.11235
H -1.96899 2.93513 1.44768
H -0.71153 -1.41987 0.84011
H 0.81604 -2.23520 0.79752
*
```

Total energy   -249.5434 a.u.
HOMO level (spin up / spin down)   -11.2350 / -15.4107 eV
ΔE to the lowest compared entry with this formula, charge and spin   4.1555 eV
Maximum force   10.1 eV Å⁻¹